No. 1
# C3H5NO2S2

C3H5NO2S2 in the gas phase in a non-equilibrium geometry (ωB97M-V/def2-TZVPD, the Open Molecules 2025 dataset).

ORCA input file:
```
! RIJCOSX wB97M-V def2-TZVPD def2/J DEFGRID3
* xyz 0 1
C 1.2387 0.7191 0.4788
C -1.1307 0.8341 -0.2064
C -1.0713 -0.6201 -0.2198
N 1.2797 -0.1509 -0.5523
O 2.1221 1.1007 1.1916
O 0.0074 1.3367 0.6737
S -1.2174 -1.4203 1.2475
S 2.3793 -1.3523 -0.6830
H -0.9729 1.2271 -1.2165
H -1.9866 1.4014 0.2593
H -1.0254 -1.1464 -1.2222
H -1.5925 -0.3217 2.1509
H 1.9695 -1.6075 -1.9015
*
```

Output
Strongest force on any atom ... 3.0 eV/A
Frontier orbital gap (spin up / spin down) ... 0.22543 / 0.28953 hartree
ΔE to the lowest compared entry with this formula, charge and spin ... 386.0 kJ/mol

---

No. 2
# C2H8N2S

2 unconnected molecules or ions with the total composition C2H8N2S in a non-equilibrium geometry (ωB97M-V/def2-TZVPD, the Open Molecules 2025 dataset).

ORCA input file:
```
! RIJCOSX wB97M-V def2-TZVPD def2/J DEFGRID3
* xyz 0 1
C 2.2869 -0.5145 0.1221
C 1.2057 0.4548 -0.1262
N -2.3036 1.1316 -0.1996
N -1.6444 0.0700 0.2990
S -2.2554 -1.3706 -0.2313
H 3.0736 -0.3460 -0.5229
H 2.7611 -0.5853 1.0780
H 1.7822 -1.4202 -0.1113
H 0.3129 0.3073 0.3835
H 1.2362 0.9948 -1.0280
H -3.3267 1.2441 -0.2366
H -1.9344 2.0237 0.0816
H -1.1942 -1.9897 0.4916
*
```

Output
Strongest force on any atom ... 2.4 eV/A
Frontier orbital gap (spin up / spin down) ... 0.29375 / 0.30175 hartree
ΔE to the lowest compared entry with this formula, charge and spin ... 446.9 kJ/mol

---

No. 3
# C9H25Br2CrMnN7O18S

A molecular structure, C9H25Br2CrMnN7O18S in a non-equilibrium geometry (ωB97M-V/def2-TZVPD, the Open Molecules 2025 dataset).

ORCA input file:
```
! RIJCOSX wB97M-V def2-TZVPD def2/J DEFGRID3
* xyz 2 10
Mn -10.2332 -21.9422 -20.2328
Cr -6.1581 -21.7732 -23.5409
S -8.2412 -21.6786 -21.9156
O -6.8539 -22.1014 -21.6786
O -9.1961 -22.7737 -21.7038
O -8.7052 -20.7764 -20.8898
O -8.1589 -21.2357 -23.3170
Br -10.1909 -17.6243 -18.9958
C -8.6670 -17.3277 -17.7729
C -7.6054 -18.4766 -17.8466
Br -5.8042 -17.6361 -17.6979
H -9.1835 -17.3024 -16.8133
H -8.2428 -16.3318 -17.9006
H -7.6724 -18.8155 -18.8804
H -7.6850 -19.4043 -17.2800
C -11.5166 -21.2618 -24.2408
N -12.1596 -20.8668 -22.9325
O -13.3195 -20.3806 -22.9236
O -11.4053 -20.9147 -21.8910
H -10.6470 -21.8598 -23.9680
H -11.3612 -20.3128 -24.7541
H -12.2671 -21.9245 -24.6717
C -8.5856 -17.6461 -22.6797
N -7.9286 -17.3634 -23.9695
O -8.5371 -17.5055 -25.0337
O -6.7662 -17.0630 -23.9026
H -8.1441 -17.0794 -21.8600
H -8.5450 -18.7199 -22.4966
H -9.5732 -17.2315 -22.8820
C -11.7231 -25.5149 -19.0599
N -10.2889 -25.4481 -19.3319
O -9.5201 -26.3846 -19.0967
O -9.9062 -24.4054 -19.8222
H -12.3017 -25.1545 -19.9104
H -11.8350 -24.8067 -18.2389
H -11.8893 -26.5515 -18.7665
C -5.0264 -20.9016 -19.5599
N -4.0657 -21.8207 -20.2432
O -3.8214 -21.5430 -21.4255
O -3.6006 -22.7467 -19.5828
H -4.4936 -20.2547 -18.8630
H -5.8355 -21.4117 -19.0372
H -5.3823 -20.1727 -20.2881
C -9.1082 -23.3655 -16.3217
N -8.3530 -22.4738 -17.3363
O -7.2745 -22.0232 -16.9890
O -8.9194 -22.2267 -18.4334
H -9.3010 -24.3589 -16.7268
H -10.0106 -22.8037 -16.0805
H -8.4617 -23.3294 -15.4449
C -6.0890 -24.9957 -20.8678
N -5.1461 -24.8502 -22.0352
O -4.1697 -25.6174 -22.0321
O -5.2589 -23.8619 -22.7149
H -6.0619 -24.0746 -20.2856
H -5.6842 -25.8137 -20.2719
H -7.1252 -25.1629 -21.1616
C -6.7071 -19.1203 -26.9423
N -5.8758 -20.1711 -26.2730
O -6.4630 -20.9056 -25.4792
O -4.6514 -20.0977 -26.5149
H -7.7704 -19.2782 -26.7613
H -6.3546 -19.0267 -27.9695
H -6.5629 -18.1530 -26.4610
*
```

Output
Strongest force on any atom ... 4.9 eV/A
Frontier orbital gap (spin up / spin down) ... 0.29177 / 0.28691 hartree

---

No. 4
# C4H12N3

2 unconnected molecules or ions with the total composition C4H12N3 in a non-equilibrium geometry (ωB97M-V/def2-TZVPD, the Open Molecules 2025 dataset).

ORCA input file:
```
! RIJCOSX wB97M-V def2-TZVPD def2/J DEFGRID3
* xyz 1 1
C 1.9092 0.6633 1.0203
C -2.1664 0.3209 -1.4797
C -2.1359 -2.1316 -1.1729
C -1.7758 -0.9556 -0.8182
N 2.7809 1.1464 1.9541
N 2.2982 -0.3870 0.3726
N 0.7316 1.3123 0.8728
H -1.4894 1.1549 -1.1381
H -2.2045 0.1527 -2.6356
H -3.2181 0.5268 -1.0190
H -1.9187 -2.9163 -0.5162
H -2.7552 -2.5285 -1.9998
H 0.1754 1.0667 0.0784
H -1.1923 -0.7059 0.0832
H 3.2877 0.4897 2.5094
H 2.4407 1.9299 2.4562
H 3.2208 -0.4548 0.3433
H 1.7690 -0.6992 -0.3677
H 0.2426 2.0154 1.4570
*
```

Output
Strongest force on any atom ... 5.1 eV/A
Frontier orbital gap ... 0.35126 hartree
ΔE to the lowest compared entry with this formula, charge and spin ... 202.9 kJ/mol

---

No. 5
# C19H38F12N5O17S6

7 unconnected molecules or ions with the total composition C19H38F12N5O17S6 in a non-equilibrium geometry (ωB97M-V/def2-TZVPD, the Open Molecules 2025 dataset).

ORCA input file:
```
! RIJCOSX wB97M-V def2-TZVPD def2/J DEFGRID3
* xyz -3 1
C -4.1925 -4.5705 -1.6443
C -3.8861 -3.0774 -1.3205
C -4.9665 -2.2117 -2.0240
N -4.7673 -0.7033 -1.8846
C -4.8316 -0.2367 -0.4594
C -3.5297 -0.1728 -2.6301
C -3.8934 1.2816 -3.1472
C -5.4269 1.4235 -2.9114
C -5.9527 -0.0084 -2.6711
H -3.3975 -5.2831 -1.4246
H -4.3425 -4.7412 -2.7103
H -5.1848 -4.8789 -1.3151
H -2.8621 -2.8627 -1.6262
H -3.9053 -2.9365 -0.2399
H -5.8959 -2.5198 -1.5452
H -4.9296 -2.4163 -3.0940
H -4.0720 -0.7872 0.0956
H -5.7791 -0.5742 -0.0394
H -4.7091 0.8407 -0.3488
H -2.7317 -0.2095 -1.8886
H -3.4130 -0.8586 -3.4692
H -3.3726 2.0460 -2.5706
H -3.5414 1.3273 -4.1778
H -5.6135 2.0827 -2.0637
H -6.0246 1.8703 -3.7059
H -6.7461 -0.0811 -1.9273
H -6.2101 -0.6003 -3.5495
C 1.1618 -1.3909 0.7254
C 0.5159 -0.5179 -0.2834
O -0.6098 -0.7029 -0.6673
N 1.2982 0.7383 -0.8002
H 2.2694 0.6849 -0.5282
H 1.3411 0.8425 -1.8039
C 0.8415 2.0528 -0.0954
H 1.6573 -0.8433 1.5271
H 1.9008 -1.9863 0.1892
H 0.3979 -2.0570 1.1266
H -0.1310 1.8991 0.3723
H 0.7893 2.7968 -0.8903
H 1.6367 2.3704 0.5791
C -2.4048 1.6112 4.3102
O -1.6421 1.6258 5.4954
O -3.1898 2.7818 4.3554
C -1.4214 1.4567 3.0933
F -0.6252 2.4605 2.9347
F -0.6137 0.3999 3.3080
F -2.1588 1.2706 1.9789
C -2.2339 1.2690 6.7012
C -1.2366 1.1005 7.8580
H -0.7955 0.1039 7.8740
H -0.3552 1.7410 7.8242
H -1.7368 1.3277 8.7994
H -2.8402 0.3670 6.6170
H -2.8902 2.0582 7.0680
H -3.1523 0.8179 4.3123
C 4.7869 -0.2749 0.1644
O 4.0651 -0.7453 -0.9510
O 3.9157 0.6301 0.7067
C 5.4143 -1.4151 1.0350
F 4.4903 -2.2795 1.5472
F 6.4364 -2.0501 0.4300
F 5.8913 -0.8256 2.2053
C 4.7893 -1.1793 -2.0998
C 3.6544 -1.3681 -3.1347
H 3.0451 -2.1733 -2.7242
H 2.9606 -0.5360 -3.2539
H 4.0675 -1.6643 -4.0990
H 5.2155 -2.1494 -1.8442
H 5.5337 -0.4871 -2.4933
H 5.5853 0.3474 -0.2399
N 3.0780 4.9401 0.7707
S 3.2444 6.1809 -0.0484
O 4.0912 7.1676 0.5713
O 2.2310 6.6477 -1.0008
F 4.2843 5.5311 -1.0930
S 1.6543 5.5427 1.4897
O 0.3538 5.1026 0.9717
O 1.6714 6.8817 2.1073
F 1.8847 4.5817 2.7744
N 1.4753 1.5958 -3.3351
S 0.4841 2.4104 -4.0837
O 0.4498 2.2844 -5.5525
O 0.0456 3.6227 -3.4002
F -0.8232 1.5181 -3.6855
S 2.8680 2.2088 -4.1537
O 3.0034 3.7050 -4.1310
O 3.3341 1.5796 -5.4094
F 3.9177 1.7176 -3.0145
N 4.4869 -5.7643 2.0906
S 3.6964 -5.7454 0.7297
O 2.6543 -4.6747 0.6069
O 3.4819 -6.9895 -0.0187
F 4.9139 -5.1000 -0.1094
S 3.1819 -5.9817 3.1177
O 2.3949 -7.1987 2.9064
O 2.4587 -4.8029 3.5626
F 4.0373 -6.2108 4.4010
*
```

Output
Strongest force on any atom ... 9.2 eV/A
Frontier orbital gap ... 0.13594 hartree

---

No. 6
# CI3P

A molecular structure, CI3P in a non-equilibrium geometry (ωB97M-V/def2-TZVPD, the Open Molecules 2025 dataset).

ORCA input file:
```
! RIJCOSX wB97M-V def2-TZVPD def2/J DEFGRID3
* xyz 0 1
C 0.5518 0.0541 0.0605
P -0.5029 -1.2685 0.0330
I 2.5940 -0.4740 -0.0372
I 0.0899 2.1447 -0.0204
I -2.7329 -0.4562 -0.0358
*
```

Output
Strongest force on any atom ... 1.4 eV/A
Frontier orbital gap ... 0.29864 hartree
ΔE to the lowest compared entry with this formula, charge and spin ... 0.0 kJ/mol